No. 1
# C4H10Cl2NP

C4H10Cl2NP in the gas phase (ωB97M-V with the def2-TZVPD basis set, the OMol25 dataset).

SMILES: CNC[C@@H](C)P(Cl)Cl
HOMO-LUMO gap, eV: 9.75

Geometry (Å):
C1 0.32858 0.54704 -2.45081
N1 -0.19848 0.10441 -1.17126
C2 -0.02049 0.88612 -0.03351
C3 -0.00478 -0.06123 1.15140
C4 -1.46807 -0.73882 1.31526
P1 1.41506 -1.36697 0.98339
Cl1 1.49477 -1.81793 2.97919
Cl2 3.05815 -0.12658 0.83606
H1 1.34707 0.46668 -2.48345
H2 0.16256 1.49990 -2.93285
H3 -0.17236 -0.11467 -3.31564
H4 -1.17645 -0.07158 -1.06812
H5 1.05938 1.34186 -0.19235
H6 -0.74255 1.73215 0.29403
H7 0.32849 0.38678 2.02165
H8 -1.39195 -1.61446 1.98694
H9 -2.18311 0.03777 1.73202
H10 -1.83581 -1.09046 0.34803

Forces on the atoms, in the same order (eV/Å):
-3.9 -1.8 -2.7
-1.1 0.1 -1.2
3.6 2.5 2.1
-0.8 -2.0 -1.3
1.4 0.9 0.6
-1.2 0.1 -0.7
0.0 -0.1 0.4
-0.1 0.2 0.0
2.7 -0.8 0.1
-0.8 1.2 0.9
1.4 0.8 2.0
-0.7 -0.7 -1.7
-2.1 -0.3 0.9
0.8 -0.9 -1.2
0.0 1.3 2.0
-0.3 0.5 -0.2
0.9 -1.0 -0.4
0.0 0.0 0.2

Let us look at the Mulliken charges, expressed in e, one per atom: atom 1 (C): -1.01, atom 2 (N): -0.11, atom 3 (C): -0.72, atom 4 (C): -0.28, atom 5 (C): -1.11, atom 6 (P): 0.28, atom 7 (Cl): -0.23, atom 8 (Cl): -0.22, atom 9 (H): 0.36, atom 10 (H): 0.38, atom 11 (H): 0.27, atom 12 (H): 0.14, atom 13 (H): 0.36, atom 14 (H): 0.27, atom 15 (H): 0.63, atom 16 (H): 0.34, atom 17 (H): 0.30, atom 18 (H): 0.36

No. 2
# C4H10Cl2O2SSi

2 unconnected molecules or ions with the total composition C4H10Cl2O2SSi (ωB97M-V with the def2-TZVPD basis set, the OMol25 dataset).

HOMO-LUMO gap, eV: 10.75

Geometry (Å):
C1 -1.26548 2.18715 -0.45115
C2 0.90424 -1.53937 1.44719
C3 1.01135 -0.81963 -1.49779
C4 -0.97994 0.91807 0.45072
O1 -2.09220 -1.30051 1.08234
O2 -2.22295 -0.63286 -1.23920
Si1 0.71844 -0.05015 0.21394
S1 -2.20895 -0.31099 0.11418
Cl1 2.21088 1.33030 0.54576
Cl2 -3.99446 0.49228 0.45754
H1 -1.50959 1.84405 -1.55788
H2 -0.41433 2.79738 -0.38875
H3 -2.15426 2.65769 -0.09688
H4 1.90235 -1.65210 1.79796
H5 0.25140 -1.37734 2.38118
H6 0.50360 -2.45259 0.81272
H7 1.85293 -0.24978 -1.74392
H8 1.39518 -1.85136 -1.23541
H9 0.15272 -0.88794 -2.19956
H10 -0.98210 1.38981 1.95980

Forces on the atoms, in the same order (eV/Å):
-0.6 -3.1 -1.4
-2.9 0.2 -0.5
-1.2 -1.4 1.7
0.1 2.0 2.4
0.4 -2.4 2.0
0.3 -0.5 -2.9
-0.5 -1.5 0.6
0.1 1.9 1.6
-0.1 0.2 0.0
-0.9 0.9 0.2
0.8 0.7 2.2
1.0 1.1 -0.2
-0.5 0.6 0.3
0.9 -0.3 -0.1
0.8 -0.4 -1.5
0.9 1.7 1.7
1.2 0.8 -1.5
-0.5 1.0 -0.5
0.9 0.3 0.4
-0.2 -1.7 -4.4

Let us look at the Mulliken charges, expressed in e, one per atom: atom 1 (C): -1.33, atom 2 (C): -1.04, atom 3 (C): -1.01, atom 4 (C): 0.09, atom 5 (O): -0.54, atom 6 (O): -0.52, atom 7 (Si): 0.57, atom 8 (S): 1.01, atom 9 (Cl): -0.34, atom 10 (Cl): -0.24, atom 11 (H): 0.32, atom 12 (H): 0.39, atom 13 (H): 0.45, atom 14 (H): 0.38, atom 15 (H): 0.28, atom 16 (H): 0.27, atom 17 (H): 0.32, atom 18 (H): 0.31, atom 19 (H): 0.34, atom 20 (H): 0.30

No. 3
# C4H10ClNO2

2 unconnected molecules or ions with the total composition C4H10ClNO2 (ωB97M-V with the def2-TZVPD basis set, the OMol25 dataset).

HOMO-LUMO gap, eV: 8.89

Geometry (Å):
C1 2.66291 -0.04741 -0.31149
C2 -2.62900 0.73337 -0.63249
C3 1.21124 -0.51631 -0.15603
C4 -1.67620 -0.24257 -0.05299
N1 0.31915 0.56100 -0.41464
O1 1.00133 -1.16331 1.09379
O2 -1.65255 -0.34393 1.27160
Cl1 0.40871 1.75998 0.81507
H1 3.33958 -0.89570 -0.25499
H2 2.90388 0.67465 0.47087
H3 2.76942 0.44198 -1.27679
H4 -3.19818 1.19977 0.17168
H5 -3.30465 0.22702 -1.32037
H6 -2.09423 1.50546 -1.18129
H7 0.98723 -1.27034 -0.91827
H8 -1.43173 -1.12930 -0.62886
H9 1.31297 -0.55214 1.77932
H10 -0.92988 -0.94220 1.54587

Forces on the atoms, in the same order (eV/Å):
-0.3 -0.3 0.1
-0.1 0.1 0.3
0.7 0.4 -0.3
2.8 0.6 0.1
-3.0 -0.5 -0.5
0.0 -0.3 0.6
-0.6 0.0 -0.2
0.2 0.2 0.3
0.1 0.0 0.1
0.0 -0.1 0.0
0.0 0.0 0.0
0.0 0.0 -0.1
0.0 0.0 0.0
0.1 0.0 0.0
0.0 0.0 0.1
0.0 -0.1 0.1
0.0 -0.1 -0.1
0.0 0.1 -0.3

Let us look at the Mulliken charges, expressed in e, one per atom: atom 1 (C): -1.26, atom 2 (C): -1.06, atom 3 (C): 0.02, atom 4 (C): 0.43, atom 5 (N): -0.39, atom 6 (O): -0.60, atom 7 (O): -0.46, atom 8 (Cl): -0.14, atom 9 (H): 0.36, atom 10 (H): 0.36, atom 11 (H): 0.34, atom 12 (H): 0.30, atom 13 (H): 0.32, atom 14 (H): 0.29, atom 15 (H): 0.39, atom 16 (H): 0.30, atom 17 (H): 0.40, atom 18 (H): 0.40

No. 4
# C4H10CsN3

A molecular structure, C4H10CsN3 (ωB97M-V with the def2-TZVPD basis set, the OMol25 dataset).

HOMO-LUMO gap, eV: 3.18

Geometry (Å):
C1 -0.49583 1.12480 1.50732
C2 0.15635 0.86556 0.20841
C3 -0.63229 0.96902 -1.07701
N1 1.49842 0.65739 0.26380
N2 1.92713 -0.32574 -0.49269
C4 1.20623 -1.56538 -0.42632
N3 0.41053 -2.00400 -1.57804
H1 -1.48388 1.45802 1.46648
H2 0.06276 1.91746 2.02285
H3 -0.51212 0.26004 2.17086
H4 -0.49820 0.13533 -1.75361
H5 -0.34048 1.87997 -1.60912
H6 -1.70363 1.02389 -0.87396
H7 1.97018 -2.33691 -0.29167
H8 0.58654 -1.53705 0.48394
H9 -0.51995 -1.61835 -1.56369
H10 0.38672 -3.00410 -1.69002
Cs1 -2.01846 2.10004 3.23250

Forces on the atoms, in the same order (eV/Å):
2.9 -0.3 -2.4
-0.1 -0.9 0.4
0.0 -0.5 0.3
-1.1 -0.2 -0.2
1.5 0.4 0.2
-0.5 0.0 -0.2
0.1 0.4 -0.3
-0.4 -0.6 -3.1
0.6 0.1 0.2
0.0 -0.4 0.4
0.0 0.2 -0.3
0.0 0.1 -0.2
-0.1 0.1 0.0
0.1 -0.1 -0.1
-0.1 0.0 0.1
-0.1 -0.3 0.0
-0.1 -0.1 0.1
-2.9 2.1 5.0

Let us look at the Mulliken charges, expressed in e, one per atom: atom 1 (C): -1.55, atom 2 (C): 0.38, atom 3 (C): -1.02, atom 4 (N): -0.27, atom 5 (N): -0.65, atom 6 (C): -0.12, atom 7 (N): -0.63, atom 8 (H): 0.46, atom 9 (H): 0.34, atom 10 (H): 0.43, atom 11 (H): 0.30, atom 12 (H): 0.20, atom 13 (H): 0.26, atom 14 (H): 0.34, atom 15 (H): 0.19, atom 16 (H): 0.17, atom 17 (H): 0.23, atom 18 (Cs): 0.93

No. 5
# C4H10CsO

A molecular structure, C4H10CsO (ωB97M-V with the def2-TZVPD basis set, the OMol25 dataset).

HOMO-LUMO gap, eV: 8.11
Total charge: +1

Geometry (Å):
Cs1 1.83565 4.64533 1.74102
C1 0.95859 -1.07801 -1.82999
C2 1.33962 -0.27736 -0.54002
O1 0.22270 0.44634 0.03790
C3 -0.90276 -0.31323 0.44763
C4 -1.76401 0.50849 1.39323
H1 1.88736 -1.22030 -2.38248
H2 0.48748 -2.03151 -1.59128
H3 0.26969 -0.54085 -2.48189
H4 1.61739 -0.89281 0.31564
H5 2.05003 0.54265 -0.64489
H6 -1.39468 -0.66125 -0.46066
H7 -0.60388 -1.20090 1.00516
H8 -1.82742 1.59609 1.35868
H9 -1.43508 0.41415 2.42812
H10 -2.74071 0.06318 1.20388

Forces on the atoms, in the same order (eV/Å):
-0.1 -0.1 0.0
0.7 0.7 0.9
-2.1 0.1 0.6
0.2 0.6 -0.1
1.0 0.7 -0.3
-0.3 -0.4 0.1
-0.1 -0.4 -0.1
0.2 0.0 0.0
0.1 0.3 0.2
0.8 -0.6 -0.5
0.3 -0.4 -0.6
-0.5 0.1 0.1
0.3 -0.3 0.0
0.1 0.0 -1.3
-0.2 -0.8 0.1
-0.4 0.4 0.8

Let us look at the Mulliken charges, expressed in e, one per atom: atom 1 (Cs): 1.00, atom 2 (C): -1.07, atom 3 (C): -0.33, atom 4 (O): -0.35, atom 5 (C): -0.23, atom 6 (C): -1.14, atom 7 (H): 0.36, atom 8 (H): 0.30, atom 9 (H): 0.32, atom 10 (H): 0.37, atom 11 (H): 0.24, atom 12 (H): 0.28, atom 13 (H): 0.36, atom 14 (H): 0.30, atom 15 (H): 0.28, atom 16 (H): 0.30

No. 6
# C4H10F24KO2P4

A molecular structure, C4H10F24KO2P4 (ωB97M-V with the def2-TZVPD basis set, the OMol25 dataset).

HOMO-LUMO gap, eV: 9.26
Total charge: -3

Geometry (Å):
K1 -1.26815 0.28163 1.41573
P1 1.46338 3.42867 1.65712
F1 1.89545 3.02781 3.16315
F2 3.02772 3.31468 1.25300
F3 1.25474 1.86371 1.25702
F4 1.13058 3.90697 0.15821
F5 -0.13217 3.48647 2.01770
F6 1.57135 5.00217 2.10996
P2 -3.42498 -2.36636 0.26459
F7 -1.92132 -2.13728 -0.27392
F8 -3.65390 -0.71985 0.26718
F9 -3.92429 -2.57406 -1.25368
F10 -4.96187 -2.50004 0.76168
F11 -3.14525 -3.96447 0.37305
F12 -2.95528 -2.21594 1.80709
P3 -2.81935 1.29709 4.74796
F13 -4.20533 0.66327 5.37224
F14 -3.24793 2.68542 5.47066
F15 -1.93877 0.82097 5.99570
F16 -1.50616 1.97302 4.10445
F17 -2.71135 -0.14073 3.93844
F18 -3.66301 1.78695 3.41872
P4 1.53392 -1.85110 3.07620
F19 0.98790 -2.33895 1.62788
F20 0.98514 -3.27517 3.70787
F21 2.97439 -2.53807 2.86314
F22 2.02538 -1.40866 4.59373
F23 2.08388 -0.49776 2.44923
F24 0.09808 -1.15712 3.38491
C1 -0.00973 0.26671 -2.43639
O1 0.38774 -1.07908 -2.75590
C2 0.71208 -1.22867 -4.10516
C3 2.08415 -0.62574 -4.42613
O2 2.15351 -0.51421 -5.85707
C4 3.18600 0.26921 -6.34282
H1 -0.56119 0.24630 -1.50305
H2 -0.70217 0.58251 -3.22456
H3 0.86063 0.91951 -2.40822
H4 -0.05483 -1.05403 -4.87080
H5 0.81535 -2.31143 -4.26963
H6 2.88622 -1.28525 -4.09724
H7 2.18864 0.36956 -3.99388
H8 4.19213 -0.17568 -6.29001
H9 3.30779 1.20371 -5.77147
H10 3.00083 0.56328 -7.37668

Forces on the atoms, in the same order (eV/Å):
0.1 -0.2 0.8
-0.4 -0.1 1.3
-0.6 -0.1 -0.2
0.1 0.5 -0.3
0.0 0.2 -0.2
-0.1 0.0 -0.6
0.5 -0.1 0.0
0.4 -0.1 -0.4
-0.2 0.0 1.5
0.2 0.3 0.0
0.2 -0.3 -0.9
-0.1 0.5 -0.3
0.0 -0.5 -0.1
-0.4 0.1 -0.1
0.3 0.0 -0.4
-1.8 -0.5 -1.3
0.3 0.1 0.4
0.6 0.2 0.3
-0.4 -0.3 0.0
-0.1 -0.6 -0.1
1.4 0.7 0.6
-0.1 0.4 0.0
-0.6 -0.7 1.7
0.3 0.1 -0.1
0.1 0.5 -0.1
0.4 -0.4 -0.5
-0.1 0.0 -0.6
0.1 0.3 -0.1
0.1 0.0 -0.3
-0.2 -0.8 -0.8
-0.5 0.6 -0.1
1.0 -1.8 0.0
-0.5 0.2 -1.1
-0.3 -0.2 -0.1
0.9 0.9 0.3
0.3 -0.1 0.1
0.0 0.3 0.1
-0.1 0.2 0.3
-0.2 1.2 0.4
0.2 0.0 0.4
0.1 0.1 0.3
0.1 0.0 0.2
-0.2 -0.5 0.0
-0.3 0.0 0.0
-0.2 -0.3 0.0

Let us look at the Mulliken charges, expressed in e, one per atom: atom 1 (K): 0.89, atom 2 (P): 1.31, atom 3 (F): -0.35, atom 4 (F): -0.39, atom 5 (F): -0.38, atom 6 (F): -0.40, atom 7 (F): -0.36, atom 8 (F): -0.39, atom 9 (P): 1.24, atom 10 (F): -0.34, atom 11 (F): -0.39, atom 12 (F): -0.40, atom 13 (F): -0.39, atom 14 (F): -0.40, atom 15 (F): -0.35, atom 16 (P): 1.21, atom 17 (F): -0.41, atom 18 (F): -0.38, atom 19 (F): -0.37, atom 20 (F): -0.30, atom 21 (F): -0.31, atom 22 (F): -0.37, atom 23 (P): 1.34, atom 24 (F): -0.34, atom 25 (F): -0.42, atom 26 (F): -0.41, atom 27 (F): -0.41, atom 28 (F): -0.34, atom 29 (F): -0.41, atom 30 (C): -0.52, atom 31 (O): -0.21, atom 32 (C): -0.63, atom 33 (C): -0.15, atom 34 (O): -0.32, atom 35 (C): -0.74, atom 36 (H): -0.05, atom 37 (H): 0.39, atom 38 (H): 0.26, atom 39 (H): 0.38, atom 40 (H): 0.25, atom 41 (H): 0.26, atom 42 (H): 0.25, atom 43 (H): 0.27, atom 44 (H): 0.31, atom 45 (H): 0.25